# 1
DFT (ωB97M-V/def2-TZVPD) results for a molecular structure, C6H25B3Cl2O9.

```
45
Properties=species:S:1:pos:R:3:forces:R:3
Cl -1.5461 0.4116 0.7336 -0.2 -0.1 -0.1
Cl 2.8799 1.4505 1.0874 0.2 0.0 -0.1
O 0.1807 6.9656 0.1453 0.0 -0.1 -0.2
O 1.3036 3.5349 0.3244 0.0 0.0 1.2
O 3.9496 -0.6440 -1.3613 0.0 0.1 0.0
O -3.0714 -4.8362 1.6031 0.0 -0.2 0.2
O 0.7686 -0.7357 2.7683 0.0 0.0 0.1
O -1.7003 -0.4047 -2.4634 0.1 0.1 -0.1
O -0.9900 3.0028 0.0965 -0.3 0.0 1.2
O -4.7061 -1.6807 -0.1494 0.0 0.0 0.1
O 0.6497 1.4437 -0.4936 0.2 -1.0 0.8
C -0.6628 -1.3209 -2.8047 0.0 0.1 0.1
C 1.3123 7.7503 -0.2208 -0.1 -0.1 -0.1
C 5.2761 -0.2166 -1.6387 -0.2 0.0 0.1
C 1.1869 -2.0566 2.4370 -0.1 0.1 0.1
C -3.6618 -2.5876 -0.5090 0.0 0.4 -0.1
C -2.6535 -6.1675 1.3223 -0.1 0.1 0.1
B -0.0071 3.7292 0.7538 0.0 1.0 -0.7
B 1.5462 2.1946 0.2298 0.7 0.2 -1.0
B -0.5902 1.6935 0.0575 -0.5 -0.2 -1.0
H -1.2767 0.4282 -2.2278 -0.1 -0.1 -0.1
H 0.0849 -0.8033 3.4444 0.1 0.0 -0.1
H 1.9560 -1.9724 1.6729 0.0 0.0 0.0
H -1.8848 -6.1122 0.5557 0.0 0.0 0.0
H -0.1866 6.5930 -0.6645 0.0 0.1 0.1
H 0.3562 -2.6448 2.0384 0.0 0.0 0.0
H 1.0271 8.5638 -0.8921 0.1 0.0 0.0
H -3.4832 -6.7712 0.9462 0.0 -0.1 0.0
H -4.1227 -3.5352 -0.7728 -0.1 0.0 0.1
H -3.1057 -2.2015 -1.3658 0.0 -0.1 0.0
H 2.0795 7.1375 -0.7004 0.0 0.0 0.0
H 0.0042 -1.4942 -1.9560 0.0 0.0 0.0
H -3.7557 -4.8778 2.2807 0.1 0.1 -0.1
H -0.0783 -0.9584 -3.6534 0.0 -0.1 0.0
H -0.2437 4.4461 1.6601 -0.1 0.2 -0.1
H 5.2965 0.8247 -1.9728 0.1 0.0 0.0
H 5.6628 -0.8460 -2.4362 0.0 0.0 0.0
H 3.6043 -0.0860 -0.6535 0.0 -0.1 -0.1
H -2.2321 -6.6478 2.2093 0.0 -0.1 0.0
H 5.9204 -0.3260 -0.7619 0.1 0.0 0.0
H 1.7217 8.1747 0.6916 0.0 0.0 0.0
H 1.6072 -2.5678 3.3068 0.0 0.0 0.0
H -4.2925 -0.8415 0.0824 -0.1 -0.1 -0.1
H -2.9864 -2.7483 0.3300 0.1 -0.1 0.0
H -1.1368 -2.2599 -3.0791 0.0 0.0 0.0
```
Positions in Å, forces in eV/Å.

Computed properties:
energy	-1915.9132	Ha
gap between HOMO and LUMO	0.36396	Ha
E_LUMO	0.23	eV
M	344.599	g mol⁻¹
multiplicity	1
E_HOMO	-9.670	eV

Atomic partial charges in e from the Mulliken method, atoms 1 to 2: -0.14 -0.27


# 2
DFT (ωB97M-V/def2-TZVPD) results for a molecular structure, C29H35O5Pb.

```
70
Properties=species:S:1:pos:R:3:forces:R:3
Pb -0.1842 0.6847 -1.0022 0.4 0.3 1.8
O 2.4185 -1.1880 -7.4793 -1.3 0.8 -0.8
O -1.1908 -1.9647 -8.5594 0.2 -0.3 -0.2
O -1.0552 -0.0267 -9.7278 0.1 -0.9 1.1
O 1.6523 -0.5729 -9.5021 0.6 0.2 0.3
O -1.4698 1.7199 -4.0872 -0.2 0.1 -1.6
C -1.4728 0.3050 -4.3306 0.2 -0.1 0.5
C 0.1933 -0.2259 -7.6561 -0.6 -0.4 -0.4
C -1.3289 0.0577 -5.8271 -0.4 0.5 -0.6
C -0.2502 4.6882 1.0023 0.0 -0.5 -0.1
C 2.4579 0.6637 0.5410 0.3 -0.3 0.0
C 1.8029 -1.5219 0.8092 0.4 0.4 -0.2
C -1.5142 -2.0031 0.1965 -0.4 0.4 0.0
C -0.0153 3.4619 3.0803 -0.1 -1.2 -0.6
C 2.0245 -0.2921 1.4869 0.4 -0.2 -0.4
C -0.1438 2.2771 0.9665 -0.2 -1.6 -1.8
C 2.5215 0.0258 -0.7366 -0.3 0.2 0.1
C 1.5321 -0.7000 -8.1683 1.5 -0.8 1.1
C -0.2707 3.4696 0.2845 0.1 1.5 0.8
C 2.9731 -0.9086 -9.9601 0.3 -0.2 -0.2
C -2.0897 -0.1717 1.4720 -0.4 -0.9 -0.3
C -0.1313 4.6713 2.4003 0.0 0.4 -0.4
C -2.2498 -1.1069 -0.6381 0.2 0.0 0.6
C 0.6404 2.5599 -4.8636 0.0 0.1 0.1
C -0.8357 2.3812 -5.2340 0.3 0.1 0.2
C -0.6408 -3.0811 -9.2887 -0.3 0.1 0.0
C -0.1856 -0.8293 -6.2868 0.5 0.2 -0.3
C -1.4230 -1.4285 1.4927 -0.8 0.5 -0.5
C 0.0793 1.3065 -7.4847 0.4 -0.3 0.0
C -0.7396 -0.6972 -8.7703 -0.8 0.7 -1.0
C -1.4748 3.7434 -5.4783 -0.1 0.0 0.2
C 2.1013 -1.3327 -0.5636 -0.1 0.0 0.2
C -0.0270 2.2384 2.3472 0.1 1.1 1.1
C -1.0560 1.4680 -6.4749 -0.8 -0.4 1.0
C -2.6107 0.0378 0.1665 0.2 -0.2 0.2
H -0.3001 -3.8252 -8.5683 0.0 0.1 0.1
H -0.6175 -0.1374 -3.7884 -0.3 -0.1 -0.1
H 1.0397 1.6638 -7.0959 -0.3 0.1 -0.1
H -3.2203 0.8884 -0.1598 0.2 -0.4 0.1
H 0.7058 3.0811 -3.8954 -0.1 -0.2 -0.3
H -2.5792 -1.2898 -1.6626 0.1 0.0 0.3
H -0.1363 1.7820 -8.4482 0.2 -0.1 0.3
H 2.7343 1.7017 0.7512 -0.2 -0.4 -0.1
H -1.0230 4.2173 -6.3617 -0.1 -0.2 0.2
H -0.1187 5.6164 2.9520 0.0 -0.3 -0.2
H -1.3197 4.4097 -4.6257 0.0 -0.1 0.0
H -1.1649 -2.9959 -0.0895 0.0 0.4 0.0
H 0.7000 -0.7279 -5.6510 -0.2 -0.1 0.1
H 0.0832 3.4405 4.1733 -0.1 0.1 -0.4
H 2.0938 -2.1014 -1.3442 -0.1 0.3 0.3
H -2.4067 -0.1228 -3.9291 0.4 0.3 0.0
H 0.2009 -2.8038 -9.9262 -0.1 0.2 0.0
H -2.5514 3.6377 -5.6522 0.2 0.0 0.0
H -2.2278 0.4980 2.3207 0.2 -0.2 -0.3
H 1.1638 3.1722 -5.6081 0.0 -0.1 0.1
H 2.9047 0.4782 -1.6616 -0.2 -0.3 0.4
H -1.4347 -3.5145 -9.8934 0.0 0.0 -0.1
H 3.7382 -0.3919 -9.3501 -0.4 -0.3 -0.4
H 3.0109 -0.5884 -11.0062 0.0 -0.1 0.3
H -0.9899 -1.8990 2.3683 0.1 0.1 -0.2
H -0.4687 -1.8847 -6.3571 0.3 0.3 0.1
H 3.1182 -2.0012 -9.8893 0.1 0.5 0.0
H 1.5205 -2.4642 1.2793 -0.1 0.3 -0.2
H -2.2677 -0.3459 -6.2307 0.2 0.1 0.1
H 0.0593 1.2983 2.9201 0.0 0.4 -0.6
H 1.1511 1.5889 -4.7686 -0.1 0.3 0.0
H -0.3862 3.5244 -0.8217 0.1 -0.1 0.6
H -0.3256 5.6262 0.4483 0.0 -0.1 0.3
H 1.9395 -0.1226 2.5633 -0.1 -0.1 -0.4
H -1.9721 1.7911 -6.9940 0.3 0.0 0.2
```
Positions in Å, forces in eV/Å.

Computed properties:
energy	-1695.0113	Ha
gap between HOMO and LUMO	0.19788	Ha
E_LUMO	1.96	eV
M	670.794	g mol⁻¹
charge	-1
multiplicity	1
E_HOMO	-3.422	eV

Atomic partial charges in e from the Mulliken method, atoms 1 to 2: 0.91 -0.63


# 3
DFT (ωB97M-V/def2-TZVPD) results for a gas-phase ion, C10H18F5N4 (charge +1).

```
37
Properties=species:S:1:pos:R:3:forces:R:3
F -4.5788 -2.4723 1.0856 -0.1 -0.3 0.2
F -2.4181 -1.3502 -1.2959 -0.1 -0.2 0.2
F -4.6467 -0.8414 -0.3124 -0.1 0.2 -0.2
F -2.6701 -3.2943 -0.3036 0.0 0.3 -0.1
F -3.6005 -0.6128 1.5624 0.0 0.2 0.1
N 0.3784 -0.7682 -0.5005 -0.4 0.1 0.2
N -0.7741 0.6649 0.9375 -0.1 -0.6 0.3
N -0.2456 3.5491 -0.2420 -0.3 -0.5 -0.2
N -1.3736 -1.7056 0.6701 -0.1 0.0 0.2
C -0.9505 2.5767 -0.6473 0.3 0.5 0.1
C -3.9021 -1.4711 0.5751 0.2 0.0 -0.3
C 0.5509 -2.0624 -1.1939 -0.1 -0.1 0.2
C -1.7035 1.6056 0.2427 0.1 0.3 -0.2
C 2.5400 0.9498 1.3878 -0.3 -0.1 -0.1
C 1.4023 0.2632 -0.8041 0.2 -0.1 -0.3
C -0.5836 -0.5827 0.3458 0.4 0.2 -0.4
C 3.8595 0.5623 -0.7541 -0.1 0.0 0.2
C 2.6497 0.1338 0.0872 0.1 0.1 0.1
C -2.5600 -1.9736 -0.1007 0.2 -0.1 -0.1
H 0.9677 1.2530 -0.7563 0.0 0.0 0.1
H 4.1373 -0.2032 -1.4784 -0.1 0.1 -0.1
H 2.7567 -0.9231 0.3483 0.1 0.0 0.0
H 1.9132 1.8299 1.2448 0.1 0.1 0.0
H 4.7241 0.7335 -0.1153 0.0 0.0 0.0
H -1.0208 2.4157 -1.7244 0.0 0.0 0.0
H 1.6987 0.0757 -1.8346 -0.1 0.0 -0.1
H 3.5222 1.2744 1.7222 0.0 0.0 0.0
H -2.4669 1.0930 -0.3441 0.0 -0.2 0.1
H 3.6432 1.4954 -1.2766 0.1 0.0 -0.1
H -0.2913 -2.2425 -1.8575 0.1 0.1 -0.1
H 1.4741 -2.0172 -1.7602 0.0 0.0 0.0
H -1.5526 -1.7803 1.6652 0.0 0.1 0.0
H -0.2495 3.6184 0.7792 0.0 0.0 0.0
H 2.0952 0.3705 2.1987 0.0 0.0 0.0
H -1.0883 0.5296 1.8921 -0.1 0.0 -0.1
H 0.5859 -2.8638 -0.4595 0.0 0.0 0.0
H -2.2226 2.1701 1.0162 0.1 0.0 0.1
```
Positions in Å, forces in eV/Å.

Computed properties:
energy	-1109.9339	Ha
gap between HOMO and LUMO	0.34199	Ha
E_LUMO	-4.20	eV
M	289.272	g mol⁻¹
charge	+1
multiplicity	1
E_HOMO	-13.504	eV

Atomic partial charges in e from the Mulliken method, atoms 1 to 2: -0.24 -0.28


# 4
DFT (ωB97M-V/def2-TZVPD) results for a molecular structure, C19H30BCoF2N8S.

```
62
Properties=species:S:1:pos:R:3:forces:R:3
Co 0.7329 0.4115 -0.3916 -0.3 -0.1 -0.2
S -0.1253 -2.2331 3.2378 0.1 0.0 0.0
F 0.4706 -0.6099 -3.8390 0.1 -0.1 -0.1
F -1.0242 1.0354 -3.3987 0.0 0.1 0.0
N -1.1861 -0.4690 1.7557 -0.1 0.1 0.0
N 1.9026 1.4790 -1.7374 -0.3 0.0 0.1
N 0.0629 -0.6792 1.2228 -0.1 0.0 0.1
N -0.9037 1.5590 -0.3636 0.1 -0.1 -0.1
N -0.8218 -0.7466 -1.8235 0.2 0.2 0.0
N 1.7575 -1.0622 -1.0793 0.3 -0.3 0.5
N 2.0247 -1.9130 1.6252 0.0 -0.2 0.0
N 1.4107 1.9751 1.0097 0.0 0.0 0.0
C -3.3584 1.6555 -0.2981 0.0 0.0 0.0
C -2.6672 0.0157 4.6036 0.0 0.0 0.1
C 3.0790 -0.7319 -1.5566 0.0 0.1 -0.3
C -2.9525 -1.3119 -1.0116 0.1 0.2 0.0
C -2.7077 -1.1007 3.5640 -0.1 -0.1 -0.1
C 2.9432 0.5870 -2.3394 0.1 0.0 0.0
C 2.6381 2.4973 0.4031 -0.1 0.0 -0.1
C 1.7820 -3.4822 -1.6201 0.0 -0.1 0.0
C 2.4283 2.7085 -1.0958 0.1 -0.1 0.1
C 0.7428 -1.5681 1.9061 0.3 -0.1 -0.1
C -2.0419 1.0002 -0.5876 -0.1 -0.1 0.0
C -1.3283 -3.0464 -1.4719 0.2 -0.1 0.0
C -2.0197 -0.3432 -1.1529 -0.1 -0.1 0.1
C -0.3044 -2.0680 -1.5348 0.1 -0.1 0.1
C -2.6343 -2.6754 -1.3290 0.0 0.0 0.0
C 0.3207 2.9551 1.2126 0.0 -0.1 -0.1
C -0.7425 2.9141 0.0931 0.1 0.2 0.3
C -1.4352 -1.1903 2.7860 -0.2 0.1 0.0
C 1.0698 -2.1828 -1.3840 -0.3 0.1 -0.3
B -0.4735 -0.1251 -3.0392 -0.1 0.0 0.0
H -2.9104 -2.0614 4.0411 0.0 0.0 0.0
H 2.6336 0.3660 -3.3591 0.0 0.0 0.0
H -3.8977 -1.0932 -0.5353 -0.1 0.0 0.0
H 3.7961 -0.6041 -0.7347 -0.1 0.0 0.1
H -1.6640 3.3709 0.4602 0.0 0.0 0.0
H -0.4141 3.5192 -0.7580 0.0 0.0 0.0
H 1.6033 1.5119 1.8868 0.2 0.1 0.0
H 2.2433 -1.8164 0.6332 0.0 0.2 0.0
H -3.4722 2.5559 -0.9033 0.0 0.0 0.0
H 2.0042 -3.6069 -2.6815 0.0 0.0 0.0
H 1.2673 1.7649 -2.4739 0.2 0.1 -0.1
H 1.1723 -4.3312 -1.3165 0.0 0.0 0.0
H -3.5093 -0.9288 2.8440 0.0 0.0 0.0
H 2.3888 -2.7398 2.0705 0.0 0.0 0.1
H 1.7235 3.5208 -1.2728 -0.1 0.0 0.1
H -3.4074 -3.4255 -1.2638 0.0 0.0 0.0
H 2.9626 3.4381 0.8634 0.0 0.0 0.0
H 3.8935 1.1240 -2.3868 0.0 0.0 0.0
H 0.7300 3.9669 1.2912 0.0 0.0 0.0
H -4.1916 1.0004 -0.5298 0.0 0.0 0.0
H -3.4155 1.9426 0.7519 0.0 0.0 0.0
H -2.4938 0.9788 4.1249 0.0 0.0 0.0
H 3.4299 1.7611 0.5578 0.0 0.0 0.0
H -3.6104 0.0659 5.1438 0.0 0.0 0.0
H 2.7235 -3.5253 -1.0730 0.0 0.0 0.0
H 3.4944 -1.4935 -2.2244 0.0 0.0 0.0
H -0.1518 2.7262 2.1684 -0.1 -0.1 -0.1
H -1.0667 -4.0973 -1.4598 0.0 0.0 0.0
H -1.8723 -0.1497 5.3311 0.0 0.0 0.0
H 3.3719 3.0049 -1.5611 0.0 0.0 0.0
```
Positions in Å, forces in eV/Å.

Computed properties:
energy	-3185.5609	Ha
ΔE to the lowest compared entry with this formula, charge and spin	45.1	kJ/mol
gap between HOMO and LUMO (alpha / beta)	0.24565 / 0.24551	Ha
E_LUMO (alpha / beta)	-2.57 / -2.58	eV
M	510.313	g mol⁻¹
charge	+1
multiplicity	2
E_HOMO (alpha / beta)	-9.259 / -9.262	eV

Atomic partial charges in e from the Mulliken method, atoms 1 to 2: -0.39 -0.19